# 1
Molecular formula: C3H4N2O
Method: DFT, wB97M-V/def2-TZVPD

Computed properties:
- 2S+1 = 1
- strongest force on any atom (eV/A) = 0.5
- energy above the lowest of the compared OMol25 structures with the same formula, charge and spin (eV) = 3.293
- HOMO-LUMO gap (eV) = 9.434
- calculated total energy (hartree) = -301.36623
- HOMO (eV) = -8.943

Last column: Mulliken charge in e.
Element x y z (Å)
1 N -1.44 0.72 -0.35  -0.244
2 C -0.18 0.62 -0.67  -0.370
3 C 0.36 -0.70 -0.93  0.076
4 N 1.03 -1.14 0.07  -0.426
5 C 1.20 -0.16 1.09  0.184
6 O 0.60 -0.12 2.13  -0.525
7 H -1.75 1.55 0.14  0.262
8 H -2.14 -0.01 -0.45  0.230
9 H 0.29 -1.29 -1.86  0.406
10 H 2.02 0.54 0.82  0.408


# 2
Molecular formula: C2H9FN4S
Method: DFT, wB97M-V/def2-TZVPD

Computed properties:
- 2S+1 = 1
- strongest force on any atom (eV/A) = 2.1
- HOMO-LUMO gap (eV) = 5.649
- calculated total energy (hartree) = -798.49891
- HOMO (eV) = -7.512

Last column: Mulliken charge in e.
Element x y z (Å)
1 N 1.51 -0.90 0.77  -0.540
2 C 1.24 -0.04 -0.37  -0.657
3 N 0.14 0.85 -0.05  0.131
4 S -0.09 2.19 -1.07  -0.130
5 C -0.96 0.16 0.12  0.084
6 N -1.27 -0.88 -0.71  -0.359
7 N -1.83 0.54 1.14  -0.392
8 H 2.42 -1.30 0.61  0.258
9 H 1.56 -0.36 1.62  0.201
10 H 1.09 -0.68 -1.32  0.585
11 H 2.11 0.59 -0.56  0.420
12 H 0.40 3.18 -0.30  0.174
13 H -1.09 -1.80 -0.29  0.313
14 H -2.29 -0.83 -0.79  0.303
15 H -2.64 1.08 0.91  0.222
16 H -1.60 0.31 2.09  0.208
17 F 1.31 -2.11 -1.81  -0.821


# 3
Molecular formula: C5H12N2O
Method: DFT, wB97M-V/def2-TZVPD

Computed properties:
- 2S+1 = 1
- strongest force on any atom (eV/A) = 2.3
- energy above the lowest of the compared OMol25 structures with the same formula, charge and spin (eV) = 0.670
- HOMO-LUMO gap (eV) = 9.636
- calculated total energy (hartree) = -381.78287
- HOMO (eV) = -17.958
- SMILES string = C=[NH+]CC[C@@H]([NH3+])C=O
- net charge = +2

Last column: Mulliken charge in e.
Element x y z (Å)
1 C 2.82 0.94 -1.64  -0.051
2 N 2.19 0.81 -0.55  0.016
3 C 1.08 -0.18 -0.36  -0.758
4 C -0.09 0.40 0.41  -0.811
5 C -1.18 -0.70 0.54  -0.159
6 N -1.95 -0.65 1.84  -0.252
7 C -2.04 -0.35 -0.69  -0.194
8 O -1.62 -0.70 -1.75  -0.368
9 H 3.75 1.49 -1.64  0.278
10 H 2.48 0.52 -2.57  0.299
11 H 2.54 1.15 0.34  0.310
12 H 0.75 -0.36 -1.38  0.355
13 H 1.48 -1.17 -0.15  0.400
14 H -0.42 1.33 -0.06  0.437
15 H 0.12 0.77 1.42  0.519
16 H -0.76 -1.70 0.42  0.452
17 H -2.61 -1.43 1.85  0.382
18 H -2.38 0.27 1.97  0.370
19 H -1.29 -0.82 2.61  0.363
20 H -2.87 0.37 -0.62  0.413


# 4
Molecular formula: C30H75N5
Method: DFT, wB97M-V/def2-TZVPD

Computed properties:
- 2S+1 = 1
- strongest force on any atom (eV/A) = 3.7
- energy above the lowest of the compared OMol25 structures with the same formula, charge and spin (eV) = 3.303
- HOMO-LUMO gap (eV) = 9.111
- calculated total energy (hartree) = -1461.59818
- HOMO (eV) = -8.045
- SMILES string = CCN(CC)CC.CCN(CC)CC.CCN(CC)CC.CCN(CC)CC.CCN(CC)CC

Last column: Mulliken charge in e.
Element x y z (Å)
1 C -25.94 3.64 23.25  -1.149
2 C -24.93 3.63 24.35  -0.673
3 N -23.89 4.69 24.21  -0.004
4 C -23.82 5.61 25.29  -0.444
5 C -25.16 6.22 25.67  -1.181
6 C -22.54 4.07 24.01  -0.570
7 C -22.45 3.33 22.71  -1.317
8 H -25.44 3.74 22.28  0.257
9 H -26.74 4.39 23.32  0.301
10 H -26.47 2.69 23.28  0.359
11 H -25.49 3.73 25.28  0.391
12 H -24.46 2.65 24.44  0.456
13 H -23.44 5.10 26.18  0.338
14 H -22.98 6.29 25.11  0.424
15 H -25.72 5.73 26.47  0.315
16 H -25.11 7.28 25.92  0.364
17 H -25.84 6.21 24.82  0.275
18 H -22.44 3.35 24.83  0.395
19 H -21.75 4.82 23.97  0.422
20 H -21.43 2.97 22.61  0.436
21 H -22.71 3.93 21.84  0.311
22 H -23.03 2.41 22.77  0.295
23 C -18.91 -5.19 30.81  -1.265
24 C -18.67 -4.20 29.67  -0.599
25 N -17.86 -3.01 30.11  0.309
26 C -18.62 -2.23 31.15  -0.563
27 C -17.66 -1.96 32.28  -1.281
28 C -17.23 -2.24 29.03  -0.712
29 C -15.82 -2.46 29.08  -1.183
30 H -19.20 -6.18 30.45  0.389
31 H -19.63 -4.91 31.58  0.333
32 H -17.96 -5.38 31.31  0.312
33 H -18.02 -4.71 28.95  0.437
34 H -19.62 -3.84 29.28  0.317
35 H -19.12 -1.41 30.62  0.452
36 H -19.37 -2.83 31.66  0.266
37 H -16.89 -2.72 32.43  0.322
38 H -17.04 -1.07 32.24  0.287
39 H -18.22 -2.01 33.21  0.401
40 H -17.43 -1.17 29.17  0.345
41 H -17.75 -2.50 28.11  0.481
42 H -15.39 -2.75 30.04  0.295
43 H -15.29 -1.53 28.87  0.366
44 H -15.55 -3.25 28.39  0.290
45 C -30.36 -5.27 25.48  -1.394
46 C -29.50 -5.61 26.72  -0.343
47 N -28.62 -6.75 26.51  0.077
48 C -27.81 -6.71 25.34  -0.796
49 C -26.81 -5.58 25.24  -1.050
50 C -27.80 -7.16 27.69  -0.309
51 C -28.35 -6.90 29.14  -1.347
52 H -31.15 -4.55 25.71  0.404
53 H -30.87 -6.15 25.09  0.314
54 H -29.68 -4.81 24.76  0.312
55 H -28.87 -4.78 27.04  0.383
56 H -30.14 -5.97 27.53  0.382
57 H -27.19 -7.61 25.24  0.374
58 H -28.47 -6.87 24.49  0.423
59 H -26.02 -5.65 25.99  0.293
60 H -26.29 -5.64 24.28  0.408
61 H -27.23 -4.58 25.22  0.266
62 H -26.80 -6.73 27.69  0.267
63 H -27.70 -8.25 27.67  0.281
64 H -29.38 -7.25 29.26  0.333
65 H -28.41 -5.82 29.26  0.337
66 H -27.67 -7.38 29.84  0.384
67 C -35.29 8.21 34.80  -1.178
68 C -34.29 7.04 34.73  -0.490
69 N -33.15 7.25 35.69  0.097
70 C -32.01 6.36 35.43  -0.593
71 C -31.16 6.69 34.14  -1.292
72 C -33.50 6.99 37.09  -0.636
73 C -32.67 7.93 38.05  -1.214
74 H -34.79 9.12 34.45  0.293
75 H -35.51 8.41 35.85  0.286
76 H -36.21 8.05 34.25  0.383
77 H -34.72 6.08 35.01  0.348
78 H -34.00 6.89 33.69  0.354
79 H -32.32 5.32 35.31  0.344
80 H -31.32 6.30 36.28  0.454
81 H -30.22 6.14 34.12  0.398
82 H -30.96 7.76 34.05  0.326
83 H -31.68 6.42 33.22  0.304
84 H -34.52 7.21 37.40  0.439
85 H -33.39 5.93 37.32  0.366
86 H -31.58 7.82 38.08  0.283
87 H -32.88 8.97 37.81  0.307
88 H -33.00 7.95 39.09  0.419
89 C -28.45 19.78 22.58  -1.228
90 C -27.11 19.92 23.30  -0.365
91 N -27.22 19.58 24.74  0.038
92 C -27.59 18.22 25.07  -0.697
93 C -26.62 17.19 24.35  -1.028
94 C -25.97 19.91 25.45  -0.597
95 C -26.04 21.28 25.99  -1.303
96 H -28.98 18.84 22.75  0.263
97 H -28.28 20.04 21.53  0.373
98 H -29.13 20.50 23.02  0.334
99 H -26.35 19.42 22.70  0.366
100 H -26.81 20.96 23.45  0.305
101 H -27.61 17.98 26.13  0.417
102 H -28.59 18.03 24.68  0.320
103 H -26.87 16.13 24.45  0.426
104 H -26.65 17.26 23.26  0.277
105 H -25.54 17.28 24.50  0.290
106 H -25.08 19.71 24.86  0.304
107 H -25.76 19.21 26.27  0.476
108 H -26.96 21.61 26.49  0.323
109 H -26.04 21.97 25.15  0.319
110 H -25.09 21.44 26.51  0.387


# 5
Molecular formula: C3Cl2F3IO
Method: DFT, wB97M-V/def2-TZVPD

Computed properties:
- 2S+1 = 1
- strongest force on any atom (eV/A) = 3.3
- HOMO-LUMO gap (eV) = 9.405
- calculated total energy (hartree) = -1707.20453
- HOMO (eV) = -10.325

Last column: Mulliken charge in e.
Element x y z (Å)
1 C -0.44 0.46 -0.35  0.103
2 C 1.15 0.72 -0.44  0.845
3 C -0.87 -0.73 0.58  0.099
4 O -1.31 1.13 -0.89  -0.436
5 F 1.69 -0.48 -0.29  -0.197
6 F 1.59 1.57 0.48  -0.205
7 F 1.58 1.16 -1.66  -0.242
8 Cl -2.66 -0.48 0.87  -0.114
9 Cl -0.19 -0.83 2.20  -0.087
10 I -0.54 -2.52 -0.50  0.234


# 6
Molecular formula: C10H22Br4N4O3PSi
Method: DFT, wB97M-V/def2-TZVPD

Computed properties:
- 2S+1 = 1
- strongest force on any atom (eV/A) = 1.7
- HOMO-LUMO gap (eV) = 8.501
- calculated total energy (hartree) = -11765.65672
- HOMO (eV) = -12.104
- net charge = +1

Last column: Mulliken charge in e.
Element x y z (Å)
1 C 1.85 -2.46 -0.15  -1.072
2 Si 1.94 -0.68 -0.73  0.210
3 C 3.07 -0.47 -2.18  -0.644
4 C 2.49 0.44 0.65  -0.961
5 C 0.18 0.00 -1.17  0.361
6 N -0.04 0.81 -2.21  -0.078
7 N -1.30 1.13 -2.24  -0.859
8 N -1.89 0.54 -1.25  0.986
9 C -3.30 0.73 -0.94  -0.511
10 C -3.45 1.61 0.33  0.115
11 O -3.35 2.80 0.25  -0.403
12 N -1.00 -0.20 -0.56  0.294
13 P -1.23 -1.24 0.94  -0.071
14 O -2.75 -1.67 0.57  -0.429
15 O -1.24 0.01 1.92  -0.407
16 H 2.68 -3.01 -0.60  0.366
17 H 1.99 -2.50 0.93  0.345
18 H 0.93 -2.99 -0.39  0.347
19 H 2.58 -0.44 -3.15  0.351
20 H 3.80 -1.28 -2.18  0.410
21 H 3.61 0.47 -2.03  -0.144
22 H 1.77 0.45 1.48  0.262
23 H 2.54 1.46 0.28  0.324
24 H 3.46 0.14 1.03  0.351
25 H -3.70 1.30 -1.78  0.378
26 H -3.80 -0.22 -0.87  0.297
27 H -3.65 1.09 1.29  0.362
28 H -2.62 -2.50 0.10  0.313
29 H -0.71 -0.26 2.68  0.360
30 Br -5.29 -0.92 6.09  -0.110
31 C -4.63 -2.65 5.51  -0.644
32 C -3.20 -2.58 5.07  -0.603
33 Br -3.03 -1.70 3.32  -0.004
34 H -5.29 -2.98 4.72  0.370
35 H -4.72 -3.31 6.37  0.369
36 H -2.78 -3.57 4.94  0.366
37 H -2.58 -2.01 5.76  0.374
38 Br 5.59 2.32 -2.68  -0.137
39 C 4.61 2.85 -4.27  -0.592
40 C 3.63 3.95 -3.97  -0.560
41 Br 2.07 3.27 -3.02  -0.114
42 H 4.12 1.96 -4.65  0.345
43 H 5.36 3.20 -4.98  0.368
44 H 3.24 4.38 -4.89  0.345
45 H 4.05 4.74 -3.35  0.374


# 7
Molecular formula: C3H4O3
Method: DFT, wB97M-V/def2-TZVPD

Computed properties:
- 2S+1 = 1
- strongest force on any atom (eV/A) = 4.9
- energy above the lowest of the compared OMol25 structures with the same formula, charge and spin (eV) = 3.281
- HOMO-LUMO gap (eV) = 10.596
- calculated total energy (hartree) = -342.33537
- HOMO (eV) = -10.066
- SMILES string = O=C[C@]1(O)CO1

Last column: Mulliken charge in e.
Element x y z (Å)
1 O -2.48 -0.46 -0.07  -0.404
2 C -1.39 -0.70 0.34  0.011
3 C 0.03 0.27 -0.04  0.651
4 O -0.10 1.59 -0.46  -0.486
5 C 1.39 -0.36 -0.31  -0.518
6 O 0.95 0.01 0.98  -0.412
7 H -1.10 -1.28 1.17  0.340
8 H -0.91 2.01 -0.16  0.322
9 H 1.61 -1.42 -0.65  0.224
10 H 2.00 0.33 -0.79  0.272


# 8
Molecular formula: C3H14N2O2
Method: DFT, wB97M-V/def2-TZVPD

Computed properties:
- 2S+1 = 1
- strongest force on any atom (eV/A) = 2.4
- energy above the lowest of the compared OMol25 structures with the same formula, charge and spin (eV) = 1.471
- HOMO-LUMO gap (eV) = 10.146
- calculated total energy (hartree) = -382.64573
- HOMO (eV) = -9.595
- SMILES string = NCCCN.O.O

Last column: Mulliken charge in e.
Element x y z (Å)
1 N -1.66 0.12 -1.70  -0.622
2 C -1.06 -0.65 -0.59  -0.557
3 C -1.59 -0.20 0.77  -0.590
4 C -1.19 -1.17 1.87  -0.431
5 N -1.76 -0.83 3.20  -0.637
6 H -0.94 0.71 -2.11  0.142
7 H -1.82 -0.50 -2.48  0.242
8 H 0.00 -0.37 -0.48  0.261
9 H -1.06 -1.70 -0.88  0.462
10 H -1.36 0.87 0.84  0.315
11 H -2.69 -0.19 0.68  0.314
12 H -0.09 -1.10 1.89  0.282
13 H -1.36 -2.15 1.44  0.300
14 H -1.06 -1.24 3.81  0.268
15 H -1.69 0.17 3.28  0.241
16 O 6.57 -1.01 -0.89  -0.641
17 H 6.07 -0.40 -0.33  0.319
18 H 7.26 -0.51 -1.33  0.322
19 O -0.47 3.58 -2.50  -0.641
20 H -0.56 2.77 -1.98  0.332
21 H 0.46 3.80 -2.51  0.319


# 9
Molecular formula: C3H3FN3O4
Method: DFT, wB97M-V/def2-TZVPD

Computed properties:
- 2S+1 = 1
- strongest force on any atom (eV/A) = 4.3
- HOMO-LUMO gap (eV) = 6.093
- calculated total energy (hartree) = -681.01198
- HOMO (eV) = -3.344
- net charge = -1

Last column: Mulliken charge in e.
Element x y z (Å)
1 C -2.70 0.55 -0.47  0.367
2 H -1.18 0.91 0.87  0.324
3 F -2.68 1.95 0.13  -0.343
4 C -1.76 -0.15 0.50  -0.651
5 H -2.26 0.59 -1.48  0.277
6 C -4.07 0.03 -0.52  0.188
7 N -5.14 -0.40 -0.55  -0.413
8 N 1.18 0.26 0.34  0.136
9 O 1.51 1.10 -0.49  -0.537
10 O 1.88 0.15 1.37  -0.572
11 N -1.53 -1.56 0.08  1.065
12 O -1.38 -2.39 0.95  -0.590
13 O -1.66 -1.84 -1.10  -0.587
14 H -2.21 -0.25 1.50  0.336


# 10
Molecular formula: C3H11O3
Method: DFT, wB97M-V/def2-TZVPD

Computed properties:
- 2S+1 = 2
- strongest force on any atom (eV/A) = 5.6
- energy above the lowest of the compared OMol25 structures with the same formula, charge and spin (eV) = 1.673
- HOMO-LUMO gap (spin up / spin down) (eV) = 2.049 / 7.358
- ⟨S²⟩ = 0.751
- calculated total energy (hartree) = -346.42257
- HOMO (spin up / spin down) (eV) = 4.244 / -1.151
- net charge = -2

Last column: Mulliken charge in e.
Element x y z (Å)
1 C 0.28 0.13 -0.23  -0.468
2 O 0.33 -1.18 -0.44  -0.868
3 C 0.21 0.83 1.15  -0.457
4 C -0.92 2.04 1.28  -3.307
5 H 1.11 0.54 -0.72  0.157
6 H -0.67 0.51 -0.56  0.236
7 H -0.23 0.09 1.90  0.242
8 H 1.15 1.14 1.61  0.465
9 H -0.79 2.94 2.03  1.529
10 H -0.88 2.30 0.19  0.428
11 H -1.66 1.50 1.69  0.166
12 H 2.91 -1.67 -2.23  0.230
13 H 1.66 -1.61 -1.07  0.466
14 O 2.69 -1.82 -1.35  -0.749
15 H -0.96 -1.76 -1.25  0.419
16 H -2.30 -1.93 -0.51  0.300
17 O -1.95 -2.06 -1.48  -0.789


# 11
Molecular formula: H26O13
Method: DFT, wB97M-V/def2-TZVPD

Computed properties:
- 2S+1 = 1
- strongest force on any atom (eV/A) = 11.3
- energy above the lowest of the compared OMol25 structures with the same formula, charge and spin (eV) = 12.237
- HOMO-LUMO gap (eV) = 7.304
- calculated total energy (hartree) = -993.32353
- HOMO (eV) = -7.955

Last column: Mulliken charge in e.
Element x y z (Å)
1 H 0.69 -0.50 -0.53  0.202
2 H -0.69 -0.28 -1.05  0.337
3 H 1.75 0.02 -2.40  0.291
4 H 2.08 1.27 -1.41  0.272
5 H 4.40 0.13 2.69  0.328
6 H 3.66 0.89 1.62  0.314
7 H -3.87 -0.70 -4.31  0.334
8 H -3.03 -0.09 -3.23  0.291
9 H -3.99 -2.43 1.36  0.263
10 H -3.97 -0.97 1.76  0.336
11 H -1.68 3.21 1.59  0.295
12 H -0.38 3.39 0.74  0.318
13 H 4.12 1.62 -0.13  0.227
14 H 5.17 2.54 -0.27  0.292
15 H 0.18 2.07 -3.53  0.287
16 H 1.13 2.84 -2.79  0.297
17 H -1.80 -2.20 -1.85  0.320
18 H -0.93 -3.01 -0.91  0.331
19 H 2.10 -1.73 2.77  0.289
20 H 3.60 -1.55 2.85  0.352
21 H -0.88 1.60 -0.62  0.344
22 H -2.40 1.70 -0.38  0.317
23 H -2.71 -2.01 0.45  0.273
24 H -1.35 -1.70 0.16  0.271
25 H -2.16 -1.17 3.04  0.266
26 H -1.11 -2.24 3.16  0.227
27 O -0.17 -0.37 -0.18  -0.746
28 O 2.11 0.99 -2.35  -0.532
29 O 4.10 0.00 1.79  -0.677
30 O -3.82 -0.63 -3.33  -0.624
31 O -3.79 -1.89 2.08  -0.608
32 O -0.92 3.79 1.47  -0.589
33 O 5.10 1.68 -0.08  -0.529
34 O 1.13 2.19 -3.46  -0.574
35 O -0.89 -2.27 -1.58  -0.688
36 O 2.87 -2.17 3.04  -0.605
37 O -1.63 2.20 -0.83  -0.630
38 O -1.92 -1.60 0.93  -0.394
39 O -1.90 -1.99 2.65  -0.478


# 12
Molecular formula: C13H19NTl
Method: DFT, wB97M-V/def2-TZVPD

Computed properties:
- 2S+1 = 1
- strongest force on any atom (eV/A) = 2.1
- HOMO-LUMO gap (eV) = 3.390
- calculated total energy (hartree) = -733.79581
- HOMO (eV) = -1.014
- net charge = -1

Last column: Mulliken charge in e.
Element x y z (Å)
1 C 1.79 0.50 0.47  -0.492
2 C 2.19 -0.80 0.03  -0.543
3 C 1.89 -1.73 1.05  -0.658
4 C 1.36 -1.00 2.16  -0.892
5 C 1.23 0.37 1.76  -0.498
6 Tl -1.20 -2.06 1.71  0.472
7 N -1.17 1.43 -0.61  0.011
8 C -0.89 1.22 -2.05  -0.474
9 C -0.36 -0.10 -2.29  -0.883
10 H 2.06 -2.80 1.02  0.422
11 H 2.68 -1.03 -0.92  0.427
12 H 1.14 -1.40 3.15  0.644
13 H 0.84 1.18 2.38  0.375
14 H 1.95 1.42 -0.07  0.514
15 H 0.68 -0.24 -2.58  0.246
16 H -0.18 2.00 -2.38  0.422
17 H -0.68 2.20 -0.18  0.349
18 H -1.04 -0.94 -2.14  0.134
19 H -1.85 1.26 -2.60  0.233
20 C -4.33 0.91 2.55  -1.600
21 C -4.25 -0.08 1.39  2.736
22 C -4.41 -1.51 1.92  -1.677
23 C -5.39 0.22 0.40  -1.704
24 C -2.92 0.11 0.72  -0.734
25 C -2.05 0.73 0.07  -1.131
26 H -5.30 0.85 3.06  0.399
27 H -4.19 1.93 2.17  0.391
28 H -3.53 0.71 3.28  0.335
29 H -5.42 -1.65 2.30  0.408
30 H -4.23 -2.26 1.13  0.361
31 H -3.72 -1.72 2.74  0.226
32 H -5.30 1.24 0.03  0.402
33 H -5.34 -0.45 -0.47  0.375
34 H -6.37 0.09 0.88  0.402